{
  "formula": "C22H45N2O7OsP2Si",
  "method": "ωB97M-V/def2-TZVPD",
  "fmax_ha_per_bohr": 0.0110,
  "gap_ha": [0.3282, 0.2501],
  "charge": 3,
  "homo_energy_ev": [-17.08, -17.08],
  "energy_ev": -69758.924,
  "spin_multiplicity": 5,
  "e_lumo_ev": [-8.147, -10.274],
  "elements": ["Os", "C", "C", "C", "O", "P", "O", "C", "P", "O", "O", "C", "C", "C", "O", "C", "C", "C", "O", "C", "C", "C", "H", "H", "H", "H", "H", "H", "H", "H", "H", "H", "H", "H", "H", "H", "H", "H", "H", "H", "H", "H", "H", "H", "H", "H", "H", "H", "H", "H", "H", "H", "C", "Si", "C", "C", "H", "H", "H", "H", "H", "H", "H", "H", "H", "N", "C", "O", "C", "C", "C", "N", "C", "C", "H", "H", "H", "H", "H", "H"],
  "positions_angstrom": [[0.0826, -0.9754, -1.6149], [-1.8593, -3.1478, 2.5129], [-0.5042, -2.6111, 2.8855], [0.6245, -3.5872, 2.6985], [-0.3088, -1.3900, 2.0038], [0.8185, -0.5018, 1.4774], [1.4927, -1.1741, 0.2100], [-0.0986, 0.9571, 0.9442], [0.3378, 1.8643, -0.5791], [1.0313, 0.8699, -1.5278], [-0.9715, 2.2659, -1.2797], [-2.1124, 3.2093, -0.9661], [-1.8058, 4.0820, 0.2237], [-3.3388, 2.3475, -0.8067], [1.1766, 3.0329, -0.0675], [2.1738, 3.9587, -0.7527], [1.5896, 4.4341, -2.0575], [3.4877, 3.2381, -0.8708], [1.9807, -0.1995, 2.4126], [2.2019, 0.3505, 3.8289], [2.2495, -0.8156, 4.7761], [1.1603, 1.3875, 4.1475], [-2.1073, -3.9695, 3.1853], [-1.8506, -3.5451, 1.4962], [-2.6313, -2.3873, 2.6143], [-0.5164, -2.1958, 3.8912], [0.6188, -4.0195, 1.6965], [0.4946, -4.4032, 3.4110], [1.5906, -3.1350, 2.9078], [-0.0738, 1.6560, 1.7851], [-1.1368, 0.6333, 0.8419], [-2.1645, 3.7980, -1.8793], [-1.6840, 3.4946, 1.1371], [-2.6580, 4.7434, 0.3819], [-0.9278, 4.7056, 0.0698], [-3.2897, 1.7550, 0.1102], [-3.4813, 1.6914, -1.6652], [-4.2188, 2.9869, -0.7358], [2.2272, 4.7619, -0.0219], [1.4958, 3.6130, -2.7723], [2.2608, 5.1735, -2.4945], [0.6214, 4.9126, -1.9152], [3.4210, 2.4141, -1.5793], [3.8316, 2.8745, 0.0970], [4.2331, 3.9391, -1.2477], [3.1845, 0.7982, 3.7057], [1.2623, -1.2487, 4.9368], [2.6086, -0.4545, 5.7409], [2.9465, -1.5805, 4.4379], [0.1557, 0.9575, 4.1789], [1.1981, 2.2324, 3.4598], [1.3695, 1.7796, 5.1438], [2.3313, -3.2113, -1.4651], [3.0572, -1.9656, -0.2808], [3.9924, -0.6243, -1.1351], [3.9156, -2.6807, 1.1920], [3.1009, -3.5753, -2.1500], [1.5427, -2.8144, -2.1370], [1.9043, -4.0736, -0.9509], [4.7120, -0.1500, -0.4673], [3.3452, 0.1419, -1.5574], [4.5561, -1.0636, -1.9624], [4.8949, -2.2114, 1.3001], [4.0714, -3.7550, 1.0810], [3.3783, -2.5153, 2.1226], [-6.3326, -1.6866, -4.7854], [-5.7006, -0.9757, -3.8474], [-6.1267, -0.0136, -3.2460], [-4.2806, -1.3487, -3.4766], [-3.2047, -0.9866, -4.2840], [-1.9311, -1.0556, -3.7722], [-1.6928, -1.4897, -2.5111], [-2.7334, -1.9177, -1.7537], [-4.0278, -1.8568, -2.2028], [-7.2746, -1.4234, -5.0382], [-5.9272, -2.4981, -5.2196], [-3.3559, -0.6136, -5.2881], [-1.0701, -0.7527, -4.3548], [-2.4929, -2.2934, -0.7672], [-4.8391, -2.1665, -1.5583]],
  "atomic_forces_ev_per_a": [[0.20, -0.03, -0.46], [0.00, -0.02, 0.02], [0.02, 0.01, 0.00], [-0.03, -0.02, 0.03], [-0.11, -0.03, 0.04], [0.16, -0.01, -0.05], [-0.39, -0.01, 0.40], [-0.02, 0.18, 0.11], [-0.14, -0.09, 0.28], [-0.15, 0.14, 0.12], [-0.05, -0.04, -0.05], [0.08, -0.03, -0.03], [-0.03, 0.02, 0.00], [-0.02, 0.01, 0.00], [0.38, -0.15, -0.05], [-0.17, 0.07, -0.04], [0.01, 0.00, -0.01], [0.03, 0.01, 0.02], [0.11, 0.00, -0.01], [-0.05, -0.03, -0.07], [0.02, 0.01, 0.01], [0.02, 0.02, 0.05], [0.00, 0.00, 0.01], [-0.01, 0.01, -0.01], [-0.01, 0.00, -0.01], [0.03, 0.02, -0.01], [0.02, 0.03, -0.02], [-0.02, -0.01, -0.02], [0.03, 0.01, 0.02], [-0.01, 0.01, -0.03], [0.00, 0.00, -0.01], [-0.02, 0.01, 0.02], [0.00, -0.01, 0.00], [0.01, 0.01, 0.00], [0.01, -0.01, 0.01], [0.00, -0.01, 0.00], [0.01, 0.00, 0.00], [0.00, 0.01, 0.01], [0.00, 0.01, -0.02], [-0.01, 0.00, 0.00], [0.01, 0.00, 0.01], [0.00, 0.00, -0.01], [0.00, -0.04, -0.03], [0.00, -0.01, 0.00], [0.00, 0.01, 0.01], [0.00, 0.00, 0.00], [-0.02, -0.02, -0.01], [-0.01, 0.01, 0.00], [0.00, -0.01, 0.00], [0.00, 0.00, -0.01], [0.00, 0.00, 0.00], [0.00, 0.00, 0.00], [-0.13, 0.10, 0.06], [0.27, -0.04, -0.15], [-0.01, -0.08, -0.02], [-0.05, 0.03, -0.03], [0.03, -0.01, 0.03], [0.07, 0.00, -0.03], [-0.02, 0.00, 0.01], [-0.02, 0.05, 0.02], [-0.02, 0.00, -0.02], [0.06, -0.01, 0.03], [0.01, -0.01, -0.03], [-0.03, -0.01, -0.02], [0.00, 0.01, 0.03], [0.00, 0.01, -0.03], [0.02, 0.00, 0.02], [-0.01, -0.02, 0.01], [0.00, 0.01, -0.01], [0.01, -0.02, -0.01], [0.01, -0.02, 0.01], [-0.05, -0.06, -0.02], [0.00, -0.02, 0.00], [0.01, 0.01, 0.00], [0.00, -0.01, 0.00], [-0.01, 0.00, 0.00], [0.00, 0.00, 0.00], [-0.01, 0.01, -0.01], [-0.01, 0.00, -0.01], [0.00, 0.00, 0.01]]
}

{
  "formula": "C22H45N2P3SSc",
  "method": "ωB97M-V/def2-TZVPD",
  "fmax_ha_per_bohr": 0.0509,
  "gap_ha": [0.2369, 0.2368],
  "charge": 3,
  "homo_energy_ev": [-16.99, -16.99],
  "energy_ev": -85900.928,
  "spin_multiplicity": 1,
  "e_lumo_ev": [-10.542, -10.542],
  "de_lowest_kcal_mol": 37.82,
  "elements": ["Sc", "P", "P", "P", "H", "C", "C", "H", "C", "C", "C", "C", "C", "C", "C", "C", "C", "H", "H", "H", "H", "H", "H", "H", "H", "H", "H", "H", "H", "H", "H", "H", "H", "H", "H", "H", "H", "H", "H", "H", "H", "H", "H", "H", "H", "H", "C", "C", "C", "C", "C", "C", "S", "H", "H", "H", "H", "H", "H", "C", "C", "C", "C", "N", "N", "C", "H", "H", "H", "H", "H", "H", "H", "H"],
  "positions_angstrom": [[0.3078, -0.5527, -0.4784], [2.1747, 1.1624, 0.2510], [-1.5827, -0.0718, 1.4668], [-0.9878, 1.5815, -1.5211], [0.9191, -2.4055, -5.1446], [1.0762, -1.3409, -4.8917], [2.4979, -0.9685, -5.1657], [3.0282, -1.8802, -4.8935], [3.7556, 0.3965, 0.8222], [1.7622, 2.2614, 1.6804], [2.8473, 2.3282, -1.0060], [-3.1559, -0.9361, 1.0868], [-1.2619, -0.8353, 3.0815], [-2.2517, 1.5453, 2.1011], [-0.3768, 1.9168, -3.1973], [-0.9488, 3.2523, -0.7931], [-2.7739, 1.3493, -1.8361], [0.2538, -0.7520, -5.2926], [2.7119, -0.8653, -6.2580], [3.8699, -0.5692, 0.3053], [3.7652, 0.2344, 1.9088], [4.6123, 1.0336, 0.5530], [1.3571, 1.6449, 2.4982], [1.0035, 2.9956, 1.3787], [2.6531, 2.7887, 2.0504], [2.8671, 1.8206, -1.9813], [3.8780, 2.6031, -0.7448], [2.2392, 3.2382, -1.0855], [-3.8368, -0.8821, 1.9488], [-2.9144, -1.9812, 0.8700], [-3.6313, -0.5221, 0.1901], [-2.1735, -0.8019, 3.6861], [-0.4588, -0.3273, 3.6163], [-0.9602, -1.8718, 2.9554], [-2.8152, 1.3475, 3.0260], [-2.8976, 2.0461, 1.3612], [-1.4162, 2.2220, 2.3415], [-1.0325, 2.6424, -3.6810], [-0.3874, 1.0151, -3.8262], [0.6265, 2.3377, -3.1674], [-1.5225, 3.9377, -1.4267], [0.0786, 3.6261, -0.7327], [-1.3860, 3.2665, 0.2091], [-3.0977, 2.0655, -2.5995], [-3.3775, 1.4879, -0.9362], [-2.9579, 0.3432, -2.2210], [0.7975, -2.2310, -2.9657], [-0.6087, -2.0141, -2.8707], [-1.4689, -3.0905, -3.0080], [-0.9732, -4.3643, -3.2257], [0.4076, -4.6084, -3.2137], [1.2995, -3.5672, -2.9944], [1.9482, -0.9496, -2.6539], [3.0094, -0.1026, -4.6634], [-0.9655, -0.9721, -3.0007], [-2.5557, -2.9120, -2.9882], [-1.6922, -5.2047, -3.3148], [0.8337, -5.5743, -3.3583], [2.3834, -3.7150, -3.0859], [1.3115, -5.4103, -0.2928], [1.3409, -4.1623, 0.4830], [2.0427, -3.7654, 1.6159], [1.6807, -2.4581, 1.9158], [0.8182, -2.0158, 0.9376], [0.5888, -3.0991, 0.1359], [2.1030, -1.6876, 3.0812], [1.8135, -6.2033, 0.2835], [0.2765, -5.7447, -0.5188], [1.8566, -5.3274, -1.2589], [2.7440, -4.3966, 2.1715], [-0.1460, -3.1388, -0.5787], [3.1856, -1.7794, 3.2441], [1.8645, -0.6249, 3.0137], [1.6200, -2.0614, 3.9980]],
  "atomic_forces_ev_per_a": [[0.27, 0.37, -0.85], [1.40, 1.19, 0.87], [-1.39, 0.54, 1.06], [-0.38, 0.61, -0.37], [-0.12, 0.74, 0.24], [1.48, -0.34, -2.13], [1.38, -0.04, -0.85], [0.63, 0.25, 0.01], [-0.06, -0.59, -0.22], [-0.31, -0.25, -0.13], [-0.29, -0.17, -0.39], [0.19, -0.13, -0.54], [0.46, -0.28, 0.18], [0.48, 0.22, -0.47], [-0.11, -0.11, -0.49], [0.15, 0.12, 0.25], [-0.03, -0.21, -0.08], [-0.21, 0.50, 1.19], [-0.76, -0.12, 0.30], [0.17, 0.23, 0.28], [-0.09, 0.02, -0.39], [-0.40, -0.17, 0.13], [0.11, 0.26, -0.20], [0.19, -0.16, 0.16], [-0.20, -0.18, -0.23], [0.04, 0.25, 0.19], [-0.38, -0.01, 0.03], [0.15, -0.25, -0.02], [0.21, 0.00, -0.32], [-0.21, -0.04, 0.13], [-0.02, -0.04, 0.28], [0.15, 0.05, -0.11], [-0.07, 0.09, 0.02], [-0.05, -0.13, 0.02], [0.12, 0.03, -0.42], [0.18, -0.25, 0.35], [-0.31, -0.18, 0.00], [0.00, 0.09, 0.06], [0.14, 0.26, 0.26], [0.10, -0.13, -0.02], [0.07, -0.15, 0.03], [-0.19, -0.06, -0.02], [0.10, -0.02, -0.18], [0.03, -0.06, 0.19], [0.11, 0.02, -0.08], [-0.09, 0.04, 0.00], [-0.41, -1.36, 1.38], [0.86, 0.90, -0.47], [-1.09, -0.16, 0.00], [-0.73, -0.95, 0.45], [0.36, 1.17, 0.12], [-0.60, 0.32, -1.22], [-0.98, 1.21, 2.07], [-1.07, -0.79, -0.82], [0.03, -0.64, 0.35], [0.59, -0.20, -0.07], [0.65, 0.64, -0.16], [-0.14, -0.74, -0.12], [-0.47, -0.01, 0.36], [0.19, -1.25, -0.29], [0.00, 0.67, 0.35], [0.34, -0.93, 0.10], [-0.75, -0.40, -1.71], [0.22, -0.30, 1.30], [0.28, -0.59, -0.74], [0.44, 0.77, 0.92], [-0.30, 0.24, -0.22], [0.59, 0.22, 0.19], [-0.29, 0.07, 0.83], [-0.39, 0.38, -0.23], [0.26, 0.05, 0.39], [-0.28, -0.04, -0.07], [-0.04, -0.09, -0.10], [0.08, -0.02, -0.34]]
}